[1]
Formula: C48H50BCsN8O5Se
Source: the Open Molecules 2025 dataset
Level of theory: the ωB97M-V functional and the def2-TZVPD basis

Atoms and positions in Å:
Cs  0.209  -1.210  0.286
Se  -0.835  4.279  0.425
O  1.167  -0.783  5.030
O  1.714  -1.766  -1.792
O  -1.667  0.245  -2.097
O  0.882  -3.005  4.627
O  -2.003  -2.132  1.104
N  -1.747  1.545  2.634
N  0.734  5.590  -1.510
N  2.896  0.332  -0.760
N  -3.328  -3.177  -1.299
N  2.439  1.879  1.471
N  -2.585  -2.180  -1.528
N  3.273  -0.066  -2.043
N  -1.395  5.924  -1.855
C  2.535  -1.266  -3.954
C  3.622  -0.917  -4.749
C  -0.716  6.557  -2.879
C  0.649  6.338  -2.663
C  -0.896  3.287  5.505
C  2.712  1.999  3.850
C  -2.110  0.010  -4.466
C  5.270  0.080  -0.151
C  3.841  0.485  0.082
C  1.281  -3.230  6.968
C  2.494  -1.042  -2.453
C  -5.454  -6.722  -0.858
C  1.604  6.842  -3.532
C  1.407  -1.812  -4.563
C  1.356  -1.980  -5.939
C  -2.699  -1.719  -2.872
C  -0.999  -3.550  6.010
C  -2.304  -4.196  2.169
C  -5.311  -7.509  0.294
C  0.294  -2.754  5.897
C  -1.212  -0.781  5.268
C  -4.790  -5.528  -0.989
C  0.115  -1.215  5.888
C  -4.487  -7.057  1.299
C  1.152  7.579  -4.623
C  -1.493  2.481  3.245
C  4.191  0.666  2.555
C  -3.195  -2.004  -5.221
C  3.477  1.042  1.418
C  -3.941  -5.038  0.033
C  -2.146  -0.454  -3.154
C  -1.166  7.290  -3.966
C  0.284  -0.545  7.248
C  -3.217  -2.474  -3.915
C  3.582  -1.107  -6.122
C  2.446  -1.631  -6.725
C  -3.233  -3.797  -0.073
C  -2.930  -5.385  2.239
C  -0.207  7.799  -4.836
C  -1.208  3.662  4.059
C  -3.803  -5.839  1.193
C  -0.510  5.317  -1.011
C  2.083  2.336  2.662
C  -0.878  1.385  -2.361
C  -2.490  -3.276  1.041
C  3.788  1.133  3.791
C  -2.635  -0.769  -5.493
C  -2.831  5.860  -1.733
B  1.551  -1.839  4.101
H  -0.520  8.373  -5.698
H  5.441  -0.046  -1.217
H  -2.221  7.454  -4.136
H  -1.504  -3.369  6.964
H  -2.063  4.338  3.985
H  -3.238  6.848  -1.510
H  -3.061  5.174  -0.920
H  -1.659  0.964  -4.691
H  -6.098  -7.058  -1.664
H  -0.772  -4.616  5.945
H  -1.725  2.744  5.959
H  -0.006  1.124  -2.970
H  -0.542  1.751  -1.393
H  -1.357  -1.233  4.286
H  -0.364  4.180  3.600
H  -1.452  2.182  -2.850
H  4.276  0.789  4.693
H  4.443  -0.839  -6.727
H  -1.186  0.299  5.121
H  4.490  -0.482  -4.271
H  -2.071  -1.023  5.901
H  -4.910  -4.936  -1.884
H  1.505  -4.282  6.785
H  5.962  0.816  0.263
H  -0.019  2.643  5.550
H  0.579  -2.099  -3.930
H  -5.833  -8.454  0.389
H  1.238  3.010  2.660
H  -0.702  4.185  6.093
H  -3.612  -3.453  -3.682
H  1.289  -0.697  7.637
H  -1.685  -3.301  5.204
H  0.888  -3.128  7.984
H  2.657  6.662  -3.370
H  2.412  -1.768  -7.800
H  -3.589  -2.616  -6.024
H  -2.780  -6.037  3.095
H  -4.350  -7.644  2.202
H  2.328  2.363  4.794
H  1.555  5.193  -1.083
H  5.474  -0.875  0.341
H  2.215  -2.672  6.885
H  -2.579  -0.403  -6.512
H  1.869  7.985  -5.323
H  -0.438  -0.925  7.978
H  4.997  -0.049  2.477
H  0.118  0.530  7.145
H  0.459  -2.386  -6.391
H  -1.629  -3.847  2.942
H  -3.263  5.483  -2.662

Values from the calculation:
total energy = -5119.81845 Eh
LUMO level = 3.2 eV
total charge = -2
Kohn-Sham gap = 3.37 eV
ΔE to the lowest compared entry with this formula, charge and spin = 128.3 kJ/mol

---

[2]
Formula: C48H52BrIN4O3Sc
Source: the Open Molecules 2025 dataset
Level of theory: the ωB97M-V functional and the def2-TZVPD basis

Atoms and positions in Å:
I  -1.839  -3.812  -7.458
Br  0.443  2.268  3.164
Sc  -0.111  -1.085  0.593
O  0.614  -1.345  -1.286
O  2.169  -0.605  -2.691
O  -0.017  0.966  0.513
N  3.176  0.076  1.271
N  1.547  -2.232  1.363
N  -0.576  -1.822  3.149
N  -2.495  -0.573  0.631
C  -0.560  -2.803  -3.416
C  2.725  -2.229  0.569
C  2.160  -4.279  2.535
C  4.950  -2.145  -1.123
C  1.307  7.051  0.877
C  -2.015  -2.027  3.410
C  -0.804  2.378  -2.202
C  3.639  1.288  0.693
C  0.726  -5.164  4.242
C  -2.940  0.635  0.928
C  -1.242  -3.333  -4.529
C  -1.367  -3.032  0.192
C  -0.457  3.007  -0.846
C  0.126  3.059  1.531
C  0.225  -3.069  3.182
C  -0.798  -3.027  -5.799
C  3.054  -3.291  -0.270
C  -0.085  -4.076  4.106
C  -0.842  -4.266  -0.050
C  -3.572  -4.049  -0.127
C  -0.018  -0.921  4.162
C  1.180  -1.243  -2.455
C  -5.173  -0.048  0.851
C  4.679  -1.125  -0.256
C  -2.784  -2.924  0.157
C  -3.380  -1.560  0.354
C  0.303  -2.237  -6.017
C  3.433  -0.060  2.715
C  0.560  2.113  -2.909
C  4.147  -3.250  -1.115
C  0.095  4.450  1.508
C  -1.233  7.373  1.117
C  -2.974  -5.259  -0.342
C  1.869  -5.277  3.437
C  -0.486  4.402  -0.814
C  0.950  -1.715  -4.924
C  -0.134  2.280  0.379
C  -1.656  3.345  -3.051
C  1.326  -3.202  2.320
C  -1.626  1.066  -2.161
C  -0.156  7.231  -1.173
C  -4.743  -1.316  0.443
C  0.516  -1.942  -3.623
C  -0.237  5.165  0.338
C  3.517  -1.090  0.529
C  -4.264  0.989  1.023
C  -0.091  6.724  0.268
C  -1.585  -5.399  -0.299
H  2.426  -4.135  -0.318
H  0.210  8.266  -1.200
H  3.135  2.147  1.156
H  5.386  -0.272  -0.312
H  1.536  8.115  0.739
H  -1.150  8.467  1.043
H  0.415  1.444  -3.788
H  3.394  1.227  -0.354
H  -1.665  0.644  -3.171
H  0.465  -5.959  4.950
H  -1.143  7.099  2.189
H  1.025  -0.677  3.916
H  -1.131  0.343  -1.498
H  -0.922  -3.052  -2.429
H  4.540  -0.117  2.976
H  0.234  -4.370  -0.005
H  0.356  4.964  2.365
H  -2.468  -2.764  2.738
H  -2.124  -3.970  -4.417
H  5.830  -2.057  -1.755
H  -6.232  0.125  0.905
H  -1.182  7.269  -1.532
H  -2.628  3.700  -2.668
H  -1.922  2.780  -3.957
H  1.240  1.575  -2.258
H  -0.922  -3.922  4.737
H  -1.115  4.198  -3.380
H  1.323  6.821  1.935
H  -5.507  -2.098  0.290
H  2.086  6.418  0.476
H  -2.209  7.045  0.754
H  -2.654  1.214  -1.808
H  1.007  3.074  -3.236
H  4.737  1.529  0.821
H  -1.163  -6.397  -0.496
H  4.386  -4.025  -1.825
H  -2.215  -2.358  4.440
H  2.474  -6.159  3.546
H  0.398  6.649  -1.890
H  3.101  -4.313  2.033
H  -0.552  0.029  4.210
H  2.918  -0.934  3.041
H  0.020  -1.455  5.105
H  -3.582  -6.091  -0.580
H  -2.526  -1.091  3.238
H  -4.556  1.975  1.288
H  -0.829  5.020  -1.622
H  1.786  -1.057  -5.134
H  3.020  0.809  3.258
H  -2.185  1.368  1.108
H  -4.676  -3.981  -0.193
H  0.635  -2.097  -7.043

Values from the calculation:
total energy = -5937.69214 Eh
LUMO level = 2.1 eV
total charge = -1
Kohn-Sham gap = 6.49 eV
ΔE to the lowest compared entry with this formula, charge and spin = 42.8 kJ/mol

---

Q: Which of these has the lowest ΔE to the lowest compared entry with this formula, charge and spin?
A: C48H52BrIN4O3Sc

---

Q: Look up the total energy of the first one.
A: -5119.81845 Eh